The following is a quantum chemistry calculation of C47H43AsBrN7Pd as an isolated structure at a distorted geometry, from the OMol25 dataset.

## Properties
Multiplicity ... 1
LUMO ... -1.21 eV
E_tot ... -194228.702 eV

Last column: Löwdin charge in e.
Atoms and positions in Å:
Pd 1.162 -1.951 0.353  0.905
C -0.186 -1.781 4.350  -0.045
C 0.939 -1.540 5.152  -0.050
C 2.165 -1.504 4.559  0.003
C 2.302 -1.672 3.154  -0.331
N 1.184 -1.869 2.390  -0.001
C -0.003 -1.933 2.998  -0.146
N 3.552 -1.637 2.701  0.178
C 3.919 -1.649 1.440  -0.282
N 3.138 -1.653 0.321  0.007
C 3.915 -1.723 -0.792  -0.263
N 3.538 -1.817 -2.047  0.178
C 2.296 -1.981 -2.483  -0.341
C 2.162 -2.035 -3.900  -0.013
C 0.952 -2.247 -4.486  -0.057
C -0.165 -2.432 -3.658  -0.053
C 0.008 -2.341 -2.299  -0.185
N 1.183 -2.126 -1.696  -0.007
C 5.300 -1.688 -0.384  -0.090
C 6.488 -1.678 -1.098  -0.002
C 7.668 -1.577 -0.384  -0.069
C 7.670 -1.504 1.012  -0.068
C 6.492 -1.540 1.735  -0.001
C 5.302 -1.632 1.027  -0.089
H -1.177 -1.846 4.771  0.105
H 0.829 -1.392 6.216  0.110
H 3.075 -1.335 5.112  0.113
H -0.863 -2.131 2.369  0.082
H 3.062 -1.892 -4.473  0.113
H 0.846 -2.290 -5.560  0.110
H -1.142 -2.637 -4.062  0.104
H -0.859 -2.465 -1.660  0.057
H 6.476 -1.734 -2.176  0.115
H 8.610 -1.540 -0.913  0.104
H 8.613 -1.413 1.532  0.104
H 6.484 -1.480 2.812  0.116
Br 1.762 -4.815 0.634  0.799
C -0.136 -4.650 0.509  -0.690
C -0.926 -5.778 0.479  -0.095
C -2.304 -5.608 0.386  -0.032
C -2.814 -4.308 0.333  -0.033
C -1.939 -3.248 0.375  -0.133
N -0.604 -3.398 0.456  -0.064
H -0.465 -6.751 0.525  0.103
H -2.954 -6.468 0.357  0.113
H -3.875 -4.134 0.259  0.113
H -2.288 -2.218 0.339  0.104
C 0.781 5.637 -3.783  -0.053
C 0.243 4.475 -3.004  -0.274
C -1.018 4.492 -2.439  -0.024
C -1.542 3.413 -1.735  -0.267
C -2.917 3.639 -1.173  -0.048
C -0.790 2.239 -1.592  -0.251
As -1.367 0.445 -0.860  1.305
N -0.216 0.163 0.520  -0.312
C 0.374 1.213 1.140  -0.441
C -0.347 2.403 1.377  -0.082
C 0.132 3.373 2.224  -0.098
C 1.373 3.236 2.829  -0.128
C 2.143 2.116 2.539  -0.108
C 1.666 1.137 1.696  -0.069
C -3.196 0.731 -0.037  -0.296
C -3.523 0.809 1.318  -0.277
C -2.572 0.534 2.445  -0.071
C -4.827 1.133 1.691  -0.023
C -5.834 1.312 0.765  -0.276
C -7.233 1.647 1.182  -0.054
C -5.519 1.127 -0.577  -0.027
C -4.229 0.832 -0.985  -0.337
C -3.954 0.621 -2.446  -0.097
C 0.502 2.230 -2.142  -0.275
C 1.447 1.070 -2.055  -0.082
C 0.997 3.330 -2.826  -0.023
H 0.119 6.495 -3.714  0.070
H 0.893 5.368 -4.833  0.079
H 1.764 5.920 -3.411  0.078
H -1.633 5.377 -2.543  0.111
H -3.053 4.698 -0.965  0.080
H -3.091 3.089 -0.255  0.057
H -3.683 3.355 -1.895  0.082
H -1.337 2.496 0.953  0.073
H -0.472 4.249 2.413  0.098
H 1.740 3.997 3.502  0.085
H 3.128 2.010 2.973  0.095
H 2.301 0.305 1.419  0.055
H -1.644 0.108 2.085  0.020
H -3.033 -0.162 3.146  0.078
H -2.339 1.446 2.994  0.087
H -5.040 1.238 2.746  0.116
H -7.317 1.673 2.265  0.071
H -7.928 0.903 0.798  0.078
H -7.525 2.617 0.782  0.080
H -6.300 1.221 -1.319  0.114
H -4.845 0.826 -3.035  0.077
H -3.644 -0.413 -2.621  0.066
H -3.150 1.271 -2.796  0.053
H 1.043 0.243 -1.479  -0.010
H 2.383 1.369 -1.584  0.094
H 1.698 0.717 -3.055  0.082
H 2.001 3.270 -3.227  0.121


The following is a quantum chemistry calculation of C36H29N3O2PPd as an isolated structure at a distorted geometry, from the OMol25 dataset.

## Properties
Net charge ... -1
ΔE to the lowest compared entry with this formula, charge and spin ... 0.000 eV
Multiplicity ... 1
LUMO (alpha / beta) ... 2.62 / 2.62 eV
E_tot ... -59137.283 eV

Last column: Löwdin charge in e.
Atoms and positions in Å:
Pd 0.916 -0.047 -0.096  0.509
C 1.761 0.661 -3.640  -0.037
C 2.091 -0.598 -2.954  -0.311
C 2.140 -1.789 -3.653  -0.045
C 2.697 -2.927 -3.051  -0.075
C 3.096 -2.889 -1.713  -0.047
C 2.935 -1.690 -1.044  -0.259
N 2.405 -0.576 -1.616  0.079
C 3.297 -1.595 0.371  -0.225
C 4.304 -2.363 0.912  -0.036
C 4.704 -2.118 2.231  -0.067
C 3.968 -1.193 2.975  -0.029
C 2.939 -0.433 2.366  -0.195
N 2.586 -0.672 1.082  0.076
C 2.228 0.494 3.203  -0.206
C 2.805 0.857 4.412  -0.037
C 2.074 1.674 5.273  -0.067
C 0.824 2.114 4.866  -0.038
C 0.319 1.675 3.637  -0.325
C -0.998 2.201 3.135  -0.017
N 0.999 0.924 2.795  0.175
H 2.687 1.200 -3.918  0.100
H 1.243 1.339 -2.990  0.032
H 1.176 0.522 -4.562  0.083
H 1.818 -1.814 -4.681  0.101
H 2.831 -3.844 -3.643  0.097
H 3.584 -3.771 -1.272  0.104
H 4.882 -3.029 0.252  0.109
H 5.584 -2.615 2.689  0.106
H 4.244 -0.974 3.998  0.081
H 3.826 0.582 4.666  0.095
H 2.520 2.022 6.199  0.099
H 0.191 2.769 5.455  0.100
H -1.485 2.788 3.914  0.071
H -1.642 1.368 2.874  0.067
H -0.843 2.779 2.217  0.083
O 1.072 3.327 -1.929  -0.056
C 0.675 2.711 -0.905  -0.643
O 1.381 2.040 -0.077  -0.159
C -0.855 2.871 -0.639  -0.131
C -1.468 4.108 -0.917  -0.034
C -2.813 4.252 -0.757  -0.111
C -3.582 3.241 -0.223  -0.108
C -3.046 2.002 0.083  -0.087
C -1.695 1.827 -0.270  -0.323
P -1.224 0.114 -0.440  0.888
C -1.544 -0.415 -2.147  -0.340
C -1.749 -1.786 -2.409  -0.106
C -2.175 -2.179 -3.684  -0.111
C -2.473 -1.226 -4.650  -0.118
C -2.113 0.113 -4.420  -0.091
C -1.608 0.491 -3.180  -0.105
C -2.158 -0.987 0.605  -0.374
C -1.600 -1.523 1.792  -0.099
C -2.321 -2.406 2.572  -0.111
C -3.606 -2.772 2.209  -0.123
C -4.162 -2.288 1.037  -0.110
C -3.444 -1.412 0.219  -0.114
H -0.843 4.936 -1.247  0.117
H -3.292 5.173 -1.035  0.092
H -4.627 3.444 -0.011  0.093
H -3.567 1.249 0.683  0.102
H -1.557 -2.582 -1.667  0.115
H -2.262 -3.254 -3.892  0.098
H -2.906 -1.485 -5.600  0.081
H -2.139 0.844 -5.210  0.092
H -1.202 1.503 -3.072  0.114
H -0.596 -1.152 2.088  0.078
H -1.912 -2.731 3.546  0.105
H -4.187 -3.476 2.845  0.103
H -5.193 -2.523 0.747  0.098
H -3.919 -1.082 -0.738  0.124


The following is a quantum chemistry calculation of C6CrF18N3O12S6 as an isolated structure at a distorted geometry, from the OMol25 dataset.

## Properties
Net charge ... -2
ΔE to the lowest compared entry with this formula, charge and spin ... 0.014 eV
Multiplicity ... 6
LUMO (alpha / beta) ... 4.64 / 4.64 eV
E_tot ... -177606.496 eV

Last column: Mulliken spin population.
Atoms and positions in Å:
Cr 0.263 -0.114 0.189  4.243
C 2.955 -1.605 -2.579  0.019
F 2.255 -1.740 -3.690  0.000
F 4.092 -2.235 -2.541  0.000
F 3.084 -0.293 -2.263  0.010
S 1.949 -2.265 -1.084  0.039
O 2.018 -3.752 -1.014  0.010
O 2.472 -1.523 0.065  0.039
N 0.404 -1.480 -1.242  0.114
S -0.578 -2.601 -1.736  0.063
O -0.232 -3.280 -2.966  0.002
O -1.046 -3.489 -0.657  0.014
C -2.164 -1.487 -2.355  0.004
F -1.962 -1.236 -3.668  0.000
F -3.257 -2.227 -2.223  0.000
F -2.082 -0.424 -1.554  -0.017
C -0.972 3.876 0.887  0.027
F 0.352 4.018 0.868  0.000
F -1.468 3.474 2.090  0.001
F -1.498 5.034 0.575  -0.001
S -1.418 2.433 -0.385  0.046
O -2.060 1.393 0.355  0.039
O -2.148 3.073 -1.508  0.006
N 0.120 1.736 -0.675  0.040
S 0.932 2.677 -1.746  0.057
O 0.641 4.129 -1.679  0.006
O 2.378 2.422 -1.640  0.007
C 0.252 2.010 -3.460  0.005
F -0.731 2.807 -4.037  0.000
F 1.269 1.891 -4.259  0.001
F -0.357 0.810 -3.247  0.013
C 1.972 -0.576 3.941  0.007
F 3.178 -0.661 3.202  -0.001
F 1.499 -1.787 4.074  -0.001
F 2.377 -0.152 5.087  -0.001
S 0.726 0.627 3.080  0.061
O 0.139 1.418 4.134  0.008
O 1.461 1.310 2.002  0.058
N -0.220 -0.507 2.179  0.014
S -1.378 -0.728 3.222  0.010
O -1.100 -1.251 4.613  0.006
O -2.361 0.365 3.118  0.008
C -2.257 -2.256 2.301  0.025
F -3.264 -2.731 2.964  -0.001
F -2.790 -1.773 1.185  0.012
F -1.446 -3.330 2.073  0.003